(1)
The following is a DFT calculation (ωB97M-V/def2-TZVPD) of a molecular structure, C13H23INPTi at a distorted geometry.

Values from the calculation:
* ΔE to the lowest compared entry with this formula, charge and spin: 0.00 kcal/mol
* LUMO (spin up / spin down): 0.01832 / -0.08338 Eh
* 2S+1: 3
* <S²>: 2.008
* net charge: 0

Last column: Mulliken spin population.
Geometry (Å):
C  1.0750  1.4818  -3.1914  0.01
C  2.0622  1.0943  -2.2861  0.00
C  1.7672  0.2045  -1.2451  -0.05
C  0.4856  -0.3063  -1.1528  0.02
C  -0.5117  0.0559  -2.0571  -0.06
C  -0.2028  0.9350  -3.1011  0.00
C  2.8869  -0.1841  -0.3178  0.02
C  2.6799  0.1319  1.1871  0.00
N  1.2760  0.0563  1.6641  -0.03
Ti  0.1951  -1.4785  0.6407  1.43
C  -1.9058  -0.4739  -1.8385  -0.01
P  -2.0676  -0.5758  -0.0027  0.01
H  3.0582  1.4868  -2.3538  0.00
H  -0.9790  1.1895  -3.8178  0.00
H  1.3117  2.2007  -3.9763  0.00
H  -2.0480  -1.5002  -2.2215  0.01
H  -2.6945  0.1740  -2.2647  0.00
H  3.1337  -1.2485  -0.4185  0.00
H  3.7775  0.3980  -0.6023  0.00
H  3.2960  -0.5392  1.8007  0.00
C  -3.6417  -1.4409  0.2430  0.00
C  -2.6299  1.1516  0.2297  0.02
H  3.0002  1.1599  1.3990  0.00
C  0.5891  1.3588  1.5288  0.03
C  1.1921  -0.3439  3.0776  0.02
H  -0.7179  -2.5909  -0.0443  0.37
H  1.1323  2.0694  2.1658  0.01
H  0.5908  1.7128  0.4961  0.00
H  -0.4523  1.2726  1.8696  0.00
H  1.5791  0.4895  3.6729  0.01
H  0.1417  -0.5416  3.3607  0.00
H  1.7999  -1.2293  3.2773  0.00
H  -3.5564  1.3433  -0.3372  0.00
H  -2.8311  1.3105  1.2953  0.00
H  -1.8722  1.8702  -0.1120  0.00
H  -4.4964  -0.9291  -0.2362  0.00
H  -3.5683  -2.4703  -0.1459  0.00
H  -3.8216  -1.4911  1.3301  0.00
H  -0.8935  -2.1421  1.5983  0.15
I  1.8605  -3.6618  0.8862  0.07

=====

(2)
The following is a DFT calculation (ωB97M-V/def2-TZVPD) of a molecular structure, C5H13N at a distorted geometry.

Values from the calculation:
* ΔE to the lowest compared entry with this formula, charge and spin: 227.24 kcal/mol
* LUMO: -0.02398 Eh
* net charge: 0

Last column: Mulliken charge in e.
Geometry (Å):
C  -1.0368  1.9570  -0.6681  -1.17
C  -1.4820  0.5331  -1.0144  -0.66
C  -0.9729  -0.6032  -0.3307  -0.37
C  0.4901  -0.7895  -0.5246  -0.19
N  1.4283  -0.0447  0.4808  -0.47
C  0.8186  -0.2045  1.7842  -0.22
H  -1.1577  2.0352  0.4789  0.30
H  -1.7777  2.6565  -1.2046  0.34
H  0.0016  2.3427  -0.9468  0.28
H  -2.6331  0.5606  -1.1193  0.31
H  -1.1387  -0.1091  -1.8158  0.46
H  0.9326  -1.8132  -0.6675  0.41
H  -1.6181  -1.5001  -0.1648  0.29
H  2.8976  -2.5654  0.9798  0.22
H  0.6794  -0.1359  -1.4833  0.23
H  2.6398  -2.0654  0.5102  -0.24
H  0.3760  0.8283  1.0147  0.22
H  0.1887  -1.0056  1.9461  0.09
H  1.3645  -0.0767  2.7453  0.19

=====

(3)
The following is a DFT calculation (ωB97M-V/def2-TZVPD) of a molecular structure, C44H38IrN5O3PSe at a distorted geometry.

Values from the calculation:
* ΔE to the lowest compared entry with this formula, charge and spin: 49.65 kcal/mol
* LUMO (spin up / spin down): -0.22796 / -0.29993 Eh
* 2S+1: 2
* <S²>: 0.798
* net charge: +2

Last column: Mulliken spin population.
Geometry (Å):
Ir  -0.3039  0.1318  0.1817  0.01
O  -0.7221  2.0807  0.3821  0.11
C  0.0165  3.0653  -0.0049  0.15
C  -0.4638  4.3691  0.2852  -0.02
C  0.2091  5.4833  -0.1224  0.04
C  1.4214  5.3697  -0.8447  0.09
C  1.9393  4.1393  -1.1145  -0.06
C  1.2858  2.9484  -0.7064  0.12
C  1.9372  1.7355  -0.9892  -0.08
N  1.5017  0.5365  -0.6587  0.16
N  2.2304  -0.5251  -0.9168  0.28
C  1.6944  -1.6852  -0.4906  0.00
O  0.5004  -1.7636  -0.0336  0.07
C  2.5653  -2.8525  -0.5138  0.02
C  3.7292  -2.8506  -1.2939  0.03
C  4.5990  -3.9210  -1.2293  -0.02
C  4.3301  -4.9838  -0.3737  0.03
C  3.1709  -4.9935  0.3951  -0.01
C  2.2814  -3.9405  0.3180  0.02
H  -1.3867  4.4379  0.8462  0.00
H  -0.1808  6.4652  0.1094  0.00
H  1.9420  6.2578  -1.1730  0.00
H  2.8803  4.0576  -1.6431  0.00
H  2.9055  1.7820  -1.4816  0.01
H  3.9258  -2.0052  -1.9368  0.00
H  5.4952  -3.9272  -1.8338  0.00
H  5.0268  -5.8079  -0.3024  0.00
H  2.9706  -5.8226  1.0595  0.00
H  1.3790  -3.9328  0.9155  0.00
C  0.3561  1.6978  3.6598  0.00
C  1.3317  0.5350  3.4860  -0.01
C  2.3996  0.8600  2.4481  0.04
C  0.5876  -0.7844  3.1850  0.00
C  0.0248  -1.3879  4.4780  0.00
O  -1.3250  -1.7338  4.1469  0.00
C  -1.5931  -1.2965  2.9240  0.00
N  -0.6182  -0.7059  2.3128  0.01
C  -2.9604  -1.6090  2.4875  0.00
C  -3.7669  -2.3252  3.3825  0.00
C  -5.0636  -2.6712  3.0563  0.00
C  -5.5850  -2.3118  1.8224  0.00
C  -4.7971  -1.6101  0.9287  0.00
C  -3.4871  -1.2584  1.2510  0.00
P  -2.6798  -0.2099  0.0105  -0.01
C  -3.0030  -1.1604  -1.4991  0.00
C  -2.4026  -2.4242  -1.4883  0.00
C  -2.5445  -3.2746  -2.5689  0.00
C  -3.2861  -2.8758  -3.6741  0.00
C  -3.8687  -1.6181  -3.6974  0.00
C  -3.7224  -0.7565  -2.6194  0.00
C  -3.6240  1.3139  0.3094  0.00
C  -3.4413  1.8178  1.6021  0.00
C  -4.1251  2.9426  2.0216  0.00
C  -5.0076  3.5793  1.1570  0.00
C  -5.1873  3.0904  -0.1269  0.00
C  -4.4925  1.9685  -0.5580  0.00
H  0.8996  2.6023  3.9295  0.00
H  -0.3724  1.4925  4.4470  0.00
H  -0.1850  1.8846  2.7314  0.00
H  1.8498  0.3597  4.4342  0.00
H  1.9363  1.0825  1.4926  -0.01
H  3.0947  0.0288  2.3180  0.00
H  2.9684  1.7375  2.7551  0.00
H  1.2803  -1.4825  2.7036  0.00
H  0.0017  -0.6676  5.2969  0.00
H  0.5486  -2.2827  4.8054  0.00
H  -3.3662  -2.6053  4.3443  0.00
H  -5.6667  -3.2186  3.7670  0.00
H  -6.6020  -2.5690  1.5597  0.00
H  -5.2030  -1.3203  -0.0322  0.00
H  -1.8164  -2.7286  -0.6279  0.00
H  -2.0792  -4.2511  -2.5535  0.00
H  -3.4115  -3.5448  -4.5145  0.00
H  -4.4441  -1.3021  -4.5571  0.00
H  -4.1798  0.2188  -2.6735  0.00
H  -2.7518  1.3190  2.2743  0.00
H  -3.9747  3.3241  3.0227  0.00
H  -5.5541  4.4529  1.4851  0.00
H  -5.8759  3.5812  -0.8012  0.00
H  -4.6588  1.6197  -1.5648  0.00
Se  -1.6136  2.0620  -2.4736  -0.01
N  -0.6942  0.5428  -2.1390  0.02
C  -0.3720  -0.0262  -3.2980  0.01
C  0.2623  -1.2627  -3.4760  -0.01
C  0.5885  -1.6720  -4.7518  0.01
C  0.2363  -0.9121  -5.8826  0.00
C  -0.4418  0.2728  -5.7534  0.01
C  -0.8066  0.7241  -4.4638  0.00
N  -1.5369  1.7976  -4.2292  0.01
H  0.4446  -1.9153  -2.6343  0.00
H  1.1245  -2.6042  -4.8664  0.00
H  0.5003  -1.2539  -6.8734  0.00
H  -0.6637  0.8984  -6.6067  0.00

=====

(4)
The following is a DFT calculation (ωB97M-V/def2-TZVPD) of C5H10O in the gas phase.

Values from the calculation:
* ΔE to the lowest compared entry with this formula, charge and spin: 17.71 kcal/mol
* LUMO: 0.03717 Eh
* net charge: 0

Last column: Mulliken charge in e.
Geometry (Å):
C  -0.9306  -1.0238  0.9555  -1.67
C  -0.5505  0.1185  0.0261  1.53
O  -1.6888  0.8815  -0.3258  -0.59
C  0.3683  -0.3004  -1.1528  -1.00
C  1.5608  0.3839  -0.4459  -0.39
C  0.5771  1.0250  0.5598  -1.07
H  -0.0439  -1.5556  1.3184  0.38
H  -1.5642  -1.7550  0.4353  0.44
H  -1.4838  -0.6376  1.8186  0.36
H  -2.3469  0.2768  -0.6937  0.33
H  0.4577  -1.3755  -1.3465  0.29
H  0.0720  0.2107  -2.0732  0.29
H  2.1392  1.0827  -1.0559  0.28
H  2.2549  -0.3246  0.0153  0.23
H  0.3637  2.0742  0.3415  0.28
H  0.8149  0.9192  1.6234  0.30

=====

(5)
The following is a DFT calculation (ωB97M-V/def2-TZVPD) of a molecular structure, CH7N6 at a distorted geometry.

Values from the calculation:
* ΔE to the lowest compared entry with this formula, charge and spin: 155.98 kcal/mol
* LUMO: -0.17453 Eh
* net charge: +1

Last column: Mulliken charge in e.
Geometry (Å):
C  1.2801  -0.3472  -0.1569  0.22
N  3.5853  0.1253  0.1184  -0.29
N  0.5423  0.6902  -0.3371  -0.40
N  2.4631  -0.0483  0.4342  0.14
N  -1.4043  -1.0981  0.1589  -0.55
N  -1.8559  1.1561  0.4154  -0.67
N  -1.2551  0.1544  -0.3166  0.51
H  0.8645  -1.4473  -0.2279  0.32
H  3.7998  0.2656  -0.8749  0.26
H  -1.6296  -1.8017  -0.5229  0.24
H  -1.7398  -1.1737  1.1331  0.24
H  -1.5713  1.3147  1.3658  0.31
H  -1.4988  2.0054  0.0800  0.31
H  -1.5802  0.2047  -1.2695  0.34

=====

(6)
The following is a DFT calculation (ωB97M-V/def2-TZVPD) of a molecular structure, C34H44CdGeNO6S.

Values from the calculation:
* ΔE to the lowest compared entry with this formula, charge and spin: 13.77 kcal/mol
* LUMO (spin up / spin down): 0.00564 / -0.03737 Eh
* 2S+1: 2
* <S²>: 0.754
* net charge: 0

Last column: Mulliken spin population.
Geometry (Å):
Cd  1.8021  -0.5153  0.3319  0.03
C  -0.5274  -3.3631  -0.1555  0.00
C  -1.3385  -2.1574  0.3115  0.01
C  -1.9447  -1.4464  -0.8879  0.02
C  -2.4130  -2.6053  1.2957  0.03
O  -0.3913  -1.3163  0.9953  -0.09
Ge  -0.7075  -0.0561  2.2899  0.64
O  1.1164  -0.2302  2.5379  0.21
C  1.9268  -0.0739  3.7102  -0.05
C  2.8408  -1.2949  3.7432  0.01
C  2.7632  1.1953  3.5854  0.03
C  1.0521  -0.0242  4.9564  0.07
O  -2.0001  0.7881  1.3393  0.29
C  -3.1715  1.5068  1.7331  -0.04
C  -3.3651  1.4691  3.2440  0.08
C  -4.3583  0.8308  1.0459  0.01
C  -3.0572  2.9441  1.2271  0.05
H  -1.1609  -4.0634  -0.7029  0.00
H  0.2806  -3.0388  -0.8150  0.00
H  -0.0860  -3.8788  0.6985  0.00
H  -2.6645  -2.1017  -1.3832  0.00
H  -2.4476  -0.5339  -0.5773  0.01
H  -1.1636  -1.1955  -1.6044  -0.01
H  -3.0898  -3.3167  0.8200  0.00
H  -1.9521  -3.0928  2.1572  0.01
H  -3.0003  -1.7542  1.6416  -0.01
H  3.4909  -1.2995  2.8647  0.00
H  3.4749  -1.2753  4.6316  0.00
H  2.2525  -2.2133  3.7460  0.00
H  3.2176  1.2487  2.5946  0.00
H  2.1522  2.0853  3.7269  0.00
H  3.5567  1.1887  4.3345  0.00
H  0.4688  -0.9422  5.0560  -0.01
H  1.6750  0.0823  5.8466  0.00
H  0.3767  0.8308  4.9058  -0.02
H  -3.4986  0.4401  3.5860  -0.01
H  -2.5072  1.9027  3.7596  -0.02
H  -4.2596  2.0346  3.5142  0.00
H  -4.4449  -0.2125  1.3490  0.00
H  -5.2865  1.3411  1.3091  0.00
H  -4.2399  0.8673  -0.0381  0.00
H  -2.4791  3.5756  1.9026  -0.01
H  -2.5741  2.9588  0.2500  -0.01
H  -4.0508  3.3873  1.1305  0.00
C  2.0531  4.1720  -3.5746  0.00
O  1.3458  5.0134  -2.6778  0.00
C  1.0475  4.5154  -1.4552  0.00
C  0.3782  5.4032  -0.5869  0.00
C  0.0716  4.9746  0.6708  0.00
C  0.3443  3.6632  1.1330  0.01
C  -0.0615  3.2996  2.4640  -0.03
C  -0.3275  4.4040  3.4770  0.00
O  -0.1939  2.1399  2.8888  -0.12
C  1.0208  2.7646  0.2491  -0.02
O  1.3998  1.5949  0.5978  -0.04
C  1.3717  3.2472  -1.0417  0.00
H  2.1560  4.7382  -4.4963  0.00
H  1.5040  3.2496  -3.7701  0.00
H  3.0448  3.9303  -3.1837  0.00
H  0.1410  6.4006  -0.9286  0.00
H  -0.4300  5.6723  1.3282  0.00
H  0.4791  5.1364  3.4954  0.00
H  -0.4349  3.9449  4.4567  0.00
H  -1.2521  4.9353  3.2431  0.00
H  1.9144  2.5615  -1.6760  0.00
S  2.2836  -0.9368  -4.4466  0.00
C  0.9811  0.2073  -4.3703  0.00
C  0.3501  0.8992  -5.4005  0.00
C  -0.6973  1.7383  -5.0696  0.00
C  -1.1075  1.8927  -3.7395  0.00
C  -0.4774  1.2119  -2.7184  -0.01
C  0.5783  0.3581  -3.0394  0.00
N  1.2844  -0.4175  -2.1364  0.00
C  2.1906  -1.1402  -2.7137  0.00
C  3.0722  -2.0653  -1.9716  0.00
C  3.8204  -3.0058  -2.6794  0.00
C  4.6280  -3.9036  -2.0031  0.00
C  4.6765  -3.8582  -0.6175  0.00
C  3.9252  -2.9174  0.0783  0.00
C  3.1091  -1.9923  -0.5684  0.00
H  0.6635  0.7796  -6.4289  0.00
H  -1.2052  2.2872  -5.8515  0.00
H  -1.9261  2.5619  -3.5089  0.00
H  -0.7776  1.3226  -1.6828  0.01
H  3.7615  -3.0502  -3.7613  0.00
H  5.2066  -4.6357  -2.5510  0.00
H  5.3010  -4.5585  -0.0761  0.00
H  3.9884  -2.9179  1.1608  0.00

=====

(7)
The following is a DFT calculation (ωB97M-V/def2-TZVPD) of 9 unconnected molecules or ions with the total composition C6H29NO9 at a distorted geometry.

Values from the calculation:
* ΔE to the lowest compared entry with this formula, charge and spin: 113.48 kcal/mol
* LUMO: 0.00849 Eh
* net charge: 0

Last column: Mulliken charge in e.
Geometry (Å):
C  -0.5170  -2.0640  1.7501  -0.97
N  -0.3822  -1.6144  0.3011  0.20
C  0.9198  -2.0464  -0.1585  -1.16
C  -0.3949  -0.0826  0.3318  0.10
C  -1.8421  0.5794  0.1159  -0.51
C  -1.7289  1.8218  -0.7587  -0.68
C  -1.2413  1.3975  -2.1030  0.03
O  -0.1757  1.8072  -2.4990  -0.50
H  -1.5678  -2.4699  1.9748  0.13
H  0.1387  -2.8990  1.9853  0.38
H  -0.4775  -1.2052  2.3814  0.42
H  1.2536  -3.0752  0.0979  0.44
H  1.7059  -1.3307  0.1628  0.47
H  1.0183  -2.2339  -1.2442  0.09
H  -0.1069  0.3548  1.3312  0.32
H  0.3100  0.1872  -0.4682  0.18
H  -2.5549  -0.1069  -0.3524  0.22
H  -2.2326  0.8545  1.0902  0.25
H  -2.7834  2.2882  -0.8670  0.41
H  -1.2289  2.6725  -0.2991  0.28
H  -1.8932  0.7070  -2.7900  0.31
O  2.8530  -1.6626  2.2298  -0.59
H  2.2319  -2.3897  2.1061  0.29
H  3.6989  -2.0226  1.9332  0.29
O  3.0063  0.2463  -1.5226  -0.63
H  2.8884  -0.3380  -2.3058  0.34
H  2.8088  1.0690  -1.9956  0.30
O  1.1189  1.2284  3.3212  -0.64
H  1.5470  0.3763  3.4536  0.26
H  1.6144  1.7315  2.6516  0.41
O  2.3327  2.1810  1.0562  -0.61
H  2.4591  1.6387  0.2780  0.27
H  3.0170  2.8324  1.2185  0.23
O  -3.6646  -1.8685  0.7033  -0.60
H  -3.4132  -1.4653  -0.1141  0.10
H  -2.9598  -2.0502  1.3188  0.27
O  1.6695  -0.9988  -3.5158  -0.64
H  0.7293  -1.0296  -3.7308  0.30
H  1.8824  -0.0637  -3.6542  0.30
O  -0.8333  3.2769  2.0169  -0.69
H  -0.0591  2.7748  1.7179  0.28
H  -0.9632  2.7919  2.8449  0.36
O  -2.5771  -1.7720  -2.1614  -0.67
H  -3.3513  -2.0642  -1.6753  0.32
H  -1.8630  -1.6309  -1.5154  0.32

=====

(8)
The following is a DFT calculation (ωB97M-V/def2-TZVPD) of a molecular structure, C5H9Br9N2O4 at a distorted geometry.

Values from the calculation:
* LUMO (spin up / spin down): -0.18393 / -0.36427 Eh
* 2S+1: 2
* <S²>: 0.757
* net charge: +1

Last column: Mulliken spin population.
Geometry (Å):
C  -0.1869  13.8447  -19.1349  0.00
N  -0.1931  13.4596  -17.7156  0.00
O  0.8599  12.9530  -17.2239  0.01
O  -1.2034  13.7162  -17.0194  0.00
H  0.7692  14.2306  -19.4884  0.00
H  -1.0608  14.4949  -19.1771  0.00
H  -0.4598  12.9624  -19.7138  0.00
C  -1.7738  13.9714  -23.0532  0.00
N  -1.0597  15.3502  -22.7712  0.00
O  -1.0197  16.2031  -23.6447  0.00
O  -0.5411  15.5784  -21.6465  0.00
H  -0.8825  13.4548  -23.4092  0.00
H  -2.4270  14.1689  -23.9032  0.00
H  -2.1590  13.3846  -22.2193  0.00
C  0.1268  18.8500  -18.7628  0.00
Br  1.9911  19.4151  -18.5597  0.00
Br  -1.0906  19.7337  -17.3963  0.00
Br  0.2308  16.9213  -18.4973  0.00
H  -0.2976  19.1664  -19.7156  0.00
C  -0.3632  11.7962  -14.2541  -0.06
Br  0.4319  10.0160  -14.0575  0.12
Br  0.7923  13.2647  -13.5778  0.50
Br  -2.0925  11.8950  -13.3364  0.43
H  -0.5670  11.9133  -15.3185  0.00
C  -0.2583  10.0472  -19.6367  0.00
Br  -1.8957  10.4366  -18.5548  0.00
Br  1.5150  10.4905  -18.8199  0.00
Br  -0.3704  10.8030  -21.4933  0.00
H  -0.2774  8.9742  -19.8276  0.00